Molecular formula: C22H71N5O11
Method: DFT, the ωB97M-V functional and the def2-TZVPD basis

Properties
- HOMO-LUMO gap (spin up / spin down) (hartree) = 0.2765 / 0.1431
- HOMO (spin up / spin down) (eV) = -11.0 / -11.0
- multiplicity = 2
- charge = +1
- E_tot (hartree) = -1981.724293

Each line ends with the Mulliken spin population.
Positions of all 109 atoms, in Å:
O  1.98772  -2.26428  -4.00519  0.001
H  1.76623  -1.45668  -3.53579  -0.009
H  2.71264  -2.69358  -3.54498  -0.001
H  1.21715  -2.83531  -4.04683  0.001
C  0.40252  0.06405  -0.19430  0.055
C  0.16121  -0.20529  -1.64132  0.020
O  1.22900  -0.11775  -2.56369  0.865
H  -0.51752  -0.04767  0.37941  0.007
H  0.74430  1.09312  -0.08338  0.016
H  1.21623  -0.53529  0.21406  -0.028
H  -0.58956  0.52052  -1.95383  0.055
H  -0.37793  -1.14890  -1.72514  0.014
C  1.33770  -4.66697  -1.51751  -0.001
C  2.43993  -3.77755  -0.98573  -0.023
C  3.09290  -4.42240  0.22151  0.000
O  4.16230  -3.69529  0.88859  0.000
C  3.83418  -2.41583  1.41228  0.000
N  3.45442  -3.64152  -2.08245  0.000
H  0.72083  -4.02172  -2.14297  0.000
H  0.70985  -5.13456  -0.75905  0.000
H  1.55089  -5.50875  -2.17632  0.000
H  2.06495  -2.77437  -0.78291  0.017
H  3.42967  -5.43762  0.01172  0.000
H  2.33827  -4.56888  0.99428  0.000
H  3.37229  -1.67859  0.75557  0.001
H  4.81016  -2.01851  1.69099  0.000
H  3.21313  -2.61375  2.28590  0.000
H  4.21186  -3.06146  -1.75089  0.000
H  3.86737  -4.54050  -2.28592  0.000
C  -0.22384  3.20066  3.11270  0.000
C  1.15509  3.77067  3.16304  0.000
C  2.19667  3.04685  2.28368  0.000
O  2.41040  1.74607  2.77341  0.000
C  3.51955  1.06511  2.11843  -0.001
N  1.09391  5.14324  2.62818  0.000
H  -0.06071  2.17569  3.44575  0.000
H  -0.53877  3.26030  2.07090  0.000
H  -0.88747  3.76792  3.76532  0.000
H  1.57501  3.78878  4.16874  0.000
H  3.10011  3.65052  2.37004  0.000
H  1.83067  3.05243  1.25697  0.000
H  3.82855  0.13986  2.60478  0.000
H  4.47489  1.58963  2.10083  0.000
H  3.30820  0.82533  1.07635  0.000
H  1.92266  5.68011  2.84043  0.000
H  1.06149  5.04093  1.62390  0.000
C  -1.68091  -3.55140  0.25723  0.000
C  -0.88302  -3.86285  1.55646  0.000
C  -0.05761  -2.64304  2.03223  -0.002
O  0.67851  -2.94279  3.19989  0.000
C  1.02450  -1.81028  3.97232  0.000
N  -1.85903  -4.25119  2.55500  0.000
H  -1.06060  -3.42506  -0.63011  0.002
H  -2.22274  -2.62117  0.42804  0.000
H  -2.31656  -4.35368  -0.11746  0.000
H  -0.18047  -4.67462  1.36787  0.000
H  -0.59700  -1.69872  1.95858  -0.002
H  0.70896  -2.51406  1.26813  0.002
H  1.71355  -1.14060  3.45768  0.000
H  1.47113  -1.94791  4.95705  0.000
H  0.11160  -1.29533  4.27153  0.000
H  -2.48347  -3.45757  2.57383  0.000
H  -1.50049  -4.36542  3.49228  0.000
C  -2.80654  1.83122  0.82428  0.003
C  -3.28757  0.45095  1.29903  -0.001
C  -2.87308  0.11689  2.76007  0.001
O  -3.37042  -1.18605  3.08296  0.000
C  -3.21816  -1.57330  4.42420  0.000
N  -4.74987  0.43856  1.17767  0.000
H  -1.73129  1.89596  0.65773  -0.002
H  -2.97317  2.60743  1.57119  0.000
H  -3.31756  2.12601  -0.09227  0.000
H  -2.87997  -0.26960  0.58998  -0.002
H  -3.28388  0.90740  3.38810  0.000
H  -1.79282  0.24414  2.83024  0.000
H  -3.31708  -2.65860  4.40350  0.000
H  -3.98292  -1.21300  5.11226  0.000
H  -2.20651  -1.31330  4.73573  0.000
H  -5.04384  -0.39961  1.65845  0.000
H  -5.08463  0.35802  0.22816  0.000
C  -2.96964  1.75327  -3.88269  -0.001
C  -3.57555  2.82302  -3.00027  -0.002
C  -2.98097  4.24777  -3.30076  0.000
O  -1.61057  4.29200  -2.88895  0.001
C  -1.23669  4.01737  -1.56016  0.000
N  -5.01376  2.88459  -3.24186  0.001
H  -3.70412  0.96232  -4.03448  0.000
H  -2.15862  1.24527  -3.36088  -0.004
H  -2.62188  2.13424  -4.84291  0.000
H  -3.56746  2.49398  -1.96116  0.001
H  -3.62882  5.01566  -2.87799  0.000
H  -3.02807  4.42520  -4.37519  0.000
H  -0.20312  4.33348  -1.41904  0.000
H  -1.29856  2.94572  -1.37087  0.003
H  -1.81355  4.53922  -0.79662  0.000
H  -5.65173  2.19001  -2.88040  0.000
H  -5.16672  2.85814  -4.23985  0.000
O  2.55258  2.69888  -1.35612  -0.001
H  2.55607  2.86705  -2.29843  0.000
H  2.09008  1.86605  -1.26269  -0.005
O  0.17057  1.20304  -4.97378  0.013
H  0.43651  0.51794  -5.58708  0.001
H  0.26539  0.80183  -4.10992  0.003
O  4.25408  -0.21728  -2.67784  0.006
H  3.44588  0.25635  -2.48112  -0.003
H  4.74741  -0.20113  -1.85772  -0.001
O  2.18122  2.77826  -4.00333  0.001
H  1.49545  2.19928  -4.33608  0.000
H  2.75847  2.92224  -4.75319  0.000

Forces on the atoms, in the same order (eV/Å):
O -0.92 0.35 -2.18
H -0.57 1.81 0.86
H 2.15 -1.80 1.92
H -0.39 -0.54 -0.02
C 1.36 1.13 0.40
C 0.16 -1.11 -0.66
O -0.97 -0.15 1.46
H 0.07 -0.16 -0.13
H -0.18 0.20 0.30
H -0.23 -0.32 0.05
H -0.26 0.65 -0.62
H 0.04 -0.42 -0.51
C -1.16 0.06 -0.33
C 1.76 -1.22 -0.83
C -0.13 0.82 2.13
O -0.39 -0.49 -2.22
C 0.48 -0.92 0.62
N -0.69 0.98 -0.42
H -0.58 -0.06 0.05
H -0.08 0.48 0.22
H 1.04 0.07 0.07
H -0.08 -0.04 0.23
H 0.47 0.19 -0.31
H -0.50 0.03 0.09
H -0.24 -0.24 -0.44
H -0.19 0.17 0.29
H -0.18 0.57 0.18
H 0.27 0.16 0.07
H -0.01 -0.27 0.00
C 0.74 -0.44 0.22
C 1.28 1.16 -0.75
C -0.66 0.20 1.00
O 1.59 -1.53 -0.62
C -0.21 0.26 0.21
N -0.22 -0.06 0.39
H -0.82 -0.31 -0.09
H -0.37 -0.21 0.05
H -0.07 -0.21 -0.12
H -0.25 0.07 0.18
H 0.29 -0.09 -0.29
H 0.14 -0.13 -0.40
H -0.86 -0.09 0.47
H -0.22 0.89 0.14
H -0.36 0.09 -0.21
H 0.14 0.01 0.06
H -0.10 0.37 -0.31
C 0.90 0.14 0.03
C -0.23 0.32 0.18
C 1.24 -0.81 -1.65
O -0.37 -0.21 0.87
C -0.57 0.91 0.30
N -0.52 -0.06 -0.35
H 0.60 0.49 0.15
H -0.41 -0.10 -0.17
H -0.38 -0.06 0.87
H 0.03 -0.18 0.14
H -0.51 0.03 1.02
H 0.35 0.21 -0.61
H -0.16 0.22 -0.35
H 0.29 -1.32 -0.25
H -0.18 0.50 -0.46
H -0.56 -0.01 0.35
H 0.46 0.02 -0.05
C 0.37 0.05 0.65
C -0.36 0.72 -0.33
C -0.80 0.32 -1.30
O 0.16 1.06 -0.80
C 0.36 -0.69 -0.12
N 0.16 -0.31 0.93
H 0.13 -0.33 -0.19
H -0.43 -0.02 0.07
H 0.00 -0.11 0.15
H 0.49 -0.55 0.13
H -0.38 -0.11 0.30
H 0.39 -0.57 0.18
H 0.10 -0.04 0.26
H 0.03 0.50 -0.12
H -0.02 0.00 0.49
H -0.46 -0.13 0.08
H 0.23 0.10 -0.18
C 0.46 -0.64 0.37
C -1.49 0.17 -0.32
C 0.05 -1.62 1.37
O -0.02 0.71 -0.85
C -0.23 0.02 -0.13
N -0.74 1.10 -1.04
H -0.09 0.06 -0.19
H 0.52 0.12 -0.18
H 0.06 -0.07 0.06
H 0.84 0.51 0.12
H 0.22 0.06 0.59
H 0.40 -0.18 -0.08
H 0.04 -0.05 -0.30
H -0.02 -0.27 0.20
H -0.40 0.09 -0.06
H 0.62 -0.27 0.53
H -0.22 0.27 -0.23
O 0.18 -0.14 1.18
H -0.08 0.16 -0.83
H -0.06 -0.06 -0.05
O -0.10 0.09 -0.07
H 0.06 -0.15 -0.40
H -0.24 -0.22 0.25
O -0.22 -0.65 -0.26
H -0.17 0.56 0.06
H 0.28 0.13 0.20
O 0.55 0.21 0.18
H -0.51 0.01 -0.44
H 0.24 0.19 -0.12

---

Molecular formula: C3H5NO3
Method: DFT, the ωB97M-V functional and the def2-TZVPD basis

Properties
- HOMO-LUMO gap (hartree) = 0.3705
- HOMO (eV) = -9.7
- SMILES = COC(=O)/C=N\O
- charge = 0
- energy relative to the best compared isomer or geometry (same formula, charge and spin) (kcal/mol) = 123.3
- E_tot (hartree) = -397.640241

Each line ends with the Mulliken charge.
Positions of all 12 atoms, in Å:
C  -1.96262  -1.14925  0.07407  -0.640
C  -0.47347  0.65887  0.00405  0.897
C  0.85198  1.05328  0.14004  -0.141
H  -2.42821  -1.09104  1.13249  0.246
H  -1.53930  -2.20363  -0.25638  0.229
H  -2.33187  -0.62309  -0.80386  0.343
H  0.96176  2.20099  0.71749  0.214
H  2.74399  -1.09113  -0.65950  0.405
N  1.89682  0.28016  0.06306  -0.382
O  -0.61633  -0.62046  0.12451  -0.304
O  -1.41160  1.32960  -0.26406  -0.574
O  1.88051  -1.02546  -0.09553  -0.293

Forces on the atoms, in the same order (eV/Å):
C 2.59 -2.15 -0.32
C -2.26 -1.36 -0.50
C 4.22 2.27 2.80
H 0.36 -0.05 -2.23
H -2.23 1.49 0.98
H -1.40 -0.29 0.57
H 0.22 -3.42 -2.52
H -2.03 -0.60 1.80
N 0.04 4.82 1.23
O 0.61 -1.97 1.47
O -1.62 2.76 -0.35
O 1.49 -1.50 -2.94

---

no.,strongest force on any atom (eV/Å)
1,3.399
2,5.548